C32H42FN4O7PPt | ωB97M-V with the def2-TZVPD basis set

XYZ file:
```
88
Properties=species:S:1:pos:R:3:forces:R:3
Pt -0.961 0.802 2.138 0.2 -0.8 0.1
C 2.654 -4.152 -2.177 0.0 0.0 0.0
C 3.418 -3.054 -1.459 0.0 0.1 0.0
N 2.522 -1.975 -0.986 0.1 -0.1 0.1
C 2.049 -2.047 0.257 0.0 0.0 0.0
C 1.146 -1.161 0.798 0.2 -0.1 0.0
C 0.586 -1.557 2.132 -0.5 0.0 0.1
O 1.191 -2.308 2.848 0.1 -0.1 0.0
O -0.663 -1.167 2.388 0.3 0.1 0.2
C 0.774 -0.056 0.033 -0.1 0.1 -0.2
O -0.038 0.880 0.395 -0.1 0.0 0.3
C 1.304 0.063 -1.293 0.0 0.0 0.0
C 0.960 1.157 -2.111 0.0 0.0 0.0
C 1.356 1.180 -3.404 0.0 0.0 -0.1
F 1.083 2.264 -4.147 0.0 0.0 0.0
C 2.075 0.110 -4.009 0.0 0.1 0.0
C 2.485 -0.919 -3.176 0.0 0.0 0.0
C 2.123 -0.943 -1.820 0.0 0.0 0.0
N 2.367 0.141 -5.353 0.0 0.0 -0.1
C 1.478 0.756 -6.343 0.1 0.0 0.0
C 1.299 -0.186 -7.538 0.1 -0.1 0.0
N 1.325 -1.596 -7.032 0.0 0.1 -0.1
C 2.699 -1.980 -6.556 -0.1 0.0 -0.1
C 3.356 -0.738 -5.936 0.0 0.0 -0.1
H 3.349 -4.906 -2.543 0.0 0.0 0.0
H 2.084 -3.764 -3.024 0.0 0.0 0.0
H 1.957 -4.643 -1.498 0.0 0.0 0.0
H 4.190 -2.600 -2.078 0.0 0.0 0.0
H 3.922 -3.443 -0.578 0.0 0.0 0.0
H 2.383 -2.883 0.860 0.0 0.0 0.0
H 0.400 1.988 -1.706 0.0 0.0 0.0
H 3.043 -1.744 -3.588 0.0 0.0 0.0
H 1.873 1.708 -6.704 0.0 0.0 0.0
H 0.509 0.944 -5.893 0.0 0.0 0.0
H 2.096 -0.092 -8.274 0.0 0.0 0.0
H 0.347 -0.015 -8.035 0.0 0.0 0.0
H 1.008 -2.246 -7.751 0.0 0.0 0.0
H 0.640 -1.675 -6.251 0.0 -0.1 0.1
H 3.264 -2.330 -7.418 0.0 0.0 0.0
H 2.575 -2.805 -5.857 0.0 0.0 0.0
H 3.894 -0.183 -6.708 0.0 0.0 0.0
H 4.104 -1.026 -5.202 0.0 0.0 0.0
C -2.622 -0.168 1.308 -0.4 0.6 -0.3
C -2.375 -0.626 -0.079 0.1 0.0 0.0
C -1.940 -1.929 -0.327 0.0 0.0 -0.1
C -1.556 -2.310 -1.603 0.0 0.0 0.1
C -1.616 -1.379 -2.639 0.0 0.0 0.1
C -2.130 -0.097 -2.423 0.0 -0.1 0.0
C -2.511 0.267 -1.146 0.0 0.0 0.0
C -1.038 -1.694 -3.912 0.0 0.0 -0.2
N -0.529 -1.888 -4.925 -0.1 0.1 0.2
H -2.842 -0.966 2.007 0.0 0.0 0.1
H -3.343 0.646 1.358 0.0 0.0 0.0
H -1.879 -2.635 0.490 0.0 0.0 0.0
H -1.195 -3.312 -1.793 0.0 0.0 0.0
H -2.201 0.607 -3.241 0.0 0.0 0.0
H -2.881 1.268 -0.965 0.0 0.0 0.0
C -0.020 1.971 6.737 0.0 0.0 0.0
C 0.470 1.002 5.681 0.0 0.0 -0.2
C -0.257 -0.325 5.743 0.0 0.0 0.1
C 1.975 0.839 5.716 0.0 0.0 0.1
O 0.197 1.535 4.293 0.0 0.9 -0.1
P -0.737 2.788 3.891 0.2 -0.6 -0.1
O -0.612 4.079 4.537 0.0 -0.1 0.0
O -0.572 2.713 2.309 -0.3 0.3 0.2
O -2.144 1.958 4.023 0.2 -0.2 -0.2
C -3.485 2.635 4.106 0.0 0.0 0.0
C -4.498 1.518 3.975 0.0 0.0 0.0
C -3.555 3.275 5.480 0.0 0.1 0.0
C -3.611 3.652 2.987 0.0 0.0 0.0
H 0.235 1.556 7.713 0.0 0.0 0.0
H -1.103 2.092 6.704 0.0 0.0 0.0
H 0.452 2.947 6.646 0.0 0.0 0.0
H -0.089 -0.781 6.720 0.0 0.0 0.0
H 0.108 -1.013 4.981 0.0 0.0 0.0
H -1.332 -0.180 5.623 0.0 0.0 0.0
H 2.268 0.404 6.673 0.0 0.0 0.0
H 2.471 1.803 5.612 0.0 0.0 0.0
H 2.307 0.169 4.922 0.0 0.0 0.0
H -4.291 0.718 4.685 0.0 0.0 0.0
H -4.519 1.114 2.964 0.0 -0.1 0.0
H -5.493 1.910 4.185 0.0 0.0 0.0
H -3.476 2.518 6.260 0.0 0.0 0.0
H -4.516 3.778 5.593 0.0 0.0 0.0
H -2.766 4.015 5.608 0.0 0.0 0.0
H -3.476 3.181 2.011 0.0 0.0 0.0
H -2.890 4.462 3.096 0.0 0.0 0.0
H -4.611 4.086 3.018 0.0 0.0 0.0
```
Forces are in eV/Å.

E_tot	-2550.404982	Ha
net charge	+2
HOMO	-14.026	eV
orbital gap	0.274	hartree

=====

C32H42NO5Si2 | ωB97M-V with the def2-TZVPD basis set

XYZ file:
```
82
Properties=species:S:1:pos:R:3:forces:R:3
C -6.014 0.252 -2.891 -0.7 -0.1 -0.1
O -4.682 0.061 -2.406 0.2 0.3 -0.2
C -3.802 0.832 -3.072 0.2 0.7 -0.6
O -4.146 1.592 -3.961 0.5 -0.8 1.0
C -2.353 0.645 -2.645 -0.7 0.0 -0.5
C -2.032 0.726 -1.159 -0.4 0.3 0.2
C -0.556 0.497 -0.924 0.0 0.8 0.8
C 0.061 0.568 0.284 -0.2 0.1 -1.1
N 0.125 0.349 -2.173 1.2 -0.4 1.1
O 1.478 -0.022 -1.953 -0.5 -0.7 -0.8
Si 1.847 -1.131 -3.250 -0.2 0.4 0.2
C 3.386 -0.502 -4.090 0.3 -0.3 0.0
C 2.126 -2.753 -2.389 0.2 -0.4 0.0
C 0.420 -1.225 -4.456 -0.1 0.0 -0.2
O 0.151 1.641 -2.722 -0.1 -0.1 -0.1
Si 1.335 2.832 -2.426 -0.1 0.0 0.2
C 2.321 2.891 -4.000 0.1 0.4 -0.1
C 0.268 4.342 -2.104 0.1 0.1 -0.1
C 2.422 2.504 -0.940 0.3 0.4 0.3
H -6.650 -0.396 -2.288 0.1 0.0 -0.1
H -6.330 1.297 -2.784 0.2 -0.3 0.0
H -6.085 -0.022 -3.952 0.1 0.1 0.3
H -1.987 -0.319 -3.032 -0.3 0.3 0.0
H -1.796 1.431 -3.143 -0.3 -0.2 -0.3
H -2.324 1.718 -0.768 0.1 -0.3 0.0
H -2.628 -0.025 -0.618 0.3 0.2 0.1
H 1.084 0.208 0.377 -0.2 0.7 -0.2
H -0.413 1.196 1.042 0.0 -0.7 0.0
H 3.873 -1.372 -4.560 0.0 0.3 0.1
H 3.173 0.230 -4.883 0.0 -0.3 0.3
H 4.100 -0.068 -3.374 -0.2 -0.1 -0.2
H 2.439 -3.530 -3.108 -0.1 0.2 0.2
H 2.914 -2.660 -1.628 -0.2 0.0 -0.2
H 1.213 -3.107 -1.885 0.2 0.2 -0.2
H 0.814 -1.329 -5.477 -0.1 0.0 0.2
H -0.212 -2.103 -4.251 0.1 0.3 0.0
H -0.215 -0.325 -4.415 0.4 -0.4 -0.2
H 2.797 3.880 -4.081 0.0 -0.3 -0.1
H 3.115 2.130 -4.026 -0.3 0.3 0.1
H 1.661 2.758 -4.874 0.3 0.0 0.3
H 0.873 5.235 -1.894 -0.1 -0.2 -0.1
H -0.376 4.569 -2.965 0.1 -0.1 0.2
H -0.380 4.175 -1.233 0.1 0.0 -0.2
H 2.821 3.476 -0.595 -0.1 -0.3 -0.1
H 1.869 2.069 -0.097 0.3 0.2 -0.4
H 3.276 1.857 -1.190 -0.3 0.1 0.1
C 1.017 1.709 8.145 0.1 0.1 0.0
O 1.812 1.772 6.941 -0.9 -0.3 -1.0
C 1.230 1.338 5.792 0.0 -0.4 0.5
C 2.013 1.369 4.611 0.1 0.2 0.2
C 1.551 0.761 3.463 0.3 -0.2 0.3
C 0.310 0.079 3.441 -0.1 0.5 -0.3
C -0.035 -0.816 2.363 -0.3 -0.5 2.0
C -1.392 -1.273 2.127 -0.5 -0.9 -0.9
C -1.338 -2.519 1.422 -1.0 0.9 0.3
C -2.502 -3.124 0.978 0.4 0.1 0.2
C -3.729 -2.499 1.251 0.0 0.5 0.2
C -3.781 -1.260 1.915 -0.1 -0.5 -0.1
C -2.609 -0.639 2.356 0.1 0.0 -0.1
C 0.063 -2.888 1.265 1.3 0.4 0.2
C 0.864 -1.840 1.840 -0.3 -0.7 -1.0
C 2.250 -1.928 1.836 0.1 0.1 0.1
C 2.847 -3.052 1.257 -0.1 -0.5 -0.2
C 2.062 -4.096 0.731 0.3 0.5 0.1
C 0.661 -4.012 0.721 -0.3 0.4 0.3
C -0.536 0.212 4.578 0.2 -0.1 -0.1
C -0.077 0.791 5.747 0.4 0.3 0.1
H 1.660 2.152 8.903 -0.2 -0.1 0.0
H 0.091 2.296 8.047 0.4 -0.1 0.0
H 0.775 0.670 8.417 0.2 0.3 -0.2
H 2.994 1.856 4.655 -0.5 -0.2 -0.1
H 2.149 0.790 2.551 -0.1 0.1 0.3
H -2.433 -4.067 0.438 -0.3 0.2 0.1
H -4.658 -2.976 0.940 0.2 0.2 0.0
H -4.745 -0.782 2.100 0.3 -0.2 -0.1
H -2.636 0.331 2.852 -0.1 -0.2 -0.2
H 2.860 -1.141 2.288 -0.1 -0.4 -0.3
H 3.940 -3.111 1.191 -0.5 -0.1 0.1
H 2.550 -4.972 0.303 -0.1 0.3 0.1
H 0.026 -4.791 0.301 0.3 0.0 0.1
H -1.536 -0.212 4.566 0.3 -0.1 0.1
H -0.699 0.801 6.645 0.2 -0.1 -0.5
```
Forces are in eV/Å.

E_tot	-2254.252902	Ha
net charge	+1
HOMO	-11.024	eV
orbital gap	0.205	hartree

=====

C32H43BrIrN5S2Si | ωB97M-V with the def2-TZVPD basis set

XYZ file:
```
85
Properties=species:S:1:pos:R:3:forces:R:3
Ir -0.426 -0.591 0.316 0.4 -0.4 -0.2
C -3.060 2.609 -2.925 0.1 0.0 0.0
S -1.819 3.358 -1.846 0.0 -0.1 0.1
C -1.263 2.031 -0.875 -0.2 0.1 -0.4
S -1.499 0.368 -1.448 0.0 0.1 0.1
N -0.623 2.379 0.199 0.0 -0.2 0.3
N -0.128 1.299 0.893 0.2 0.1 -0.2
C 0.725 1.484 1.838 -0.1 0.1 0.0
C 1.270 0.298 2.501 0.0 0.0 0.1
C 2.154 0.382 3.560 -0.1 0.0 -0.1
C 2.632 -0.794 4.126 0.0 -0.1 0.0
C 2.205 -2.008 3.617 0.1 0.0 0.1
C 1.317 -2.019 2.552 -0.1 0.1 -0.1
N 0.864 -0.896 1.997 -0.2 0.0 0.1
H -3.447 3.447 -3.503 0.0 0.0 0.0
H -3.866 2.178 -2.338 0.0 0.0 0.0
H -2.630 1.880 -3.606 0.0 0.0 0.0
H 1.021 2.489 2.118 0.0 0.0 0.0
H 2.457 1.348 3.940 0.0 0.0 0.0
H 3.325 -0.754 4.955 0.0 0.0 0.0
H 2.543 -2.945 4.036 0.0 0.0 0.0
H 0.949 -2.946 2.133 0.0 0.0 0.0
C -4.159 -0.631 2.338 0.0 0.0 0.0
C -2.875 -0.270 1.930 0.1 -0.1 0.0
N -2.135 -1.088 1.188 -0.1 0.3 0.1
C -2.646 -2.289 0.806 0.1 -0.1 -0.1
C -3.918 -2.720 1.178 0.1 0.0 0.0
C -4.689 -1.843 1.963 0.0 0.0 0.0
C -4.338 -4.024 0.744 -0.1 0.0 0.0
C -3.524 -4.818 0.012 0.0 -0.1 0.0
C -2.214 -4.381 -0.381 0.0 0.1 0.0
C -1.298 -5.137 -1.138 0.0 0.0 0.1
C -0.069 -4.603 -1.438 0.1 0.0 0.0
C 0.258 -3.312 -1.011 0.0 0.1 -0.1
N -0.592 -2.571 -0.318 -0.3 0.0 0.0
C -1.802 -3.105 0.002 0.0 0.0 0.1
H -4.721 0.064 2.946 0.0 0.0 0.0
H -2.434 0.677 2.206 0.0 0.0 0.0
H -5.691 -2.122 2.262 0.0 0.0 0.0
H -5.325 -4.365 1.025 0.0 0.0 0.0
H -3.851 -5.806 -0.283 0.0 0.0 0.0
H -1.559 -6.134 -1.469 0.0 0.0 0.0
H 0.655 -5.164 -2.011 0.0 0.0 0.0
H 1.216 -2.862 -1.246 0.0 0.0 0.0
C 4.617 -1.626 -5.892 0.0 0.0 0.0
C 3.421 -1.304 -4.975 0.0 0.1 -0.3
C 2.971 -2.590 -4.250 0.0 0.0 0.1
C 2.236 -0.856 -5.843 0.0 0.0 0.1
Si 3.957 -0.023 -3.670 -0.1 -0.5 0.4
Br 2.331 -0.002 -2.092 0.0 0.1 0.0
C 3.797 2.026 -4.475 -0.1 0.7 -0.4
C 4.432 2.926 -3.452 0.1 -0.3 0.2
C 2.321 2.298 -4.638 0.0 -0.2 0.1
C 4.565 1.924 -5.767 0.0 -0.3 0.1
C 5.623 -0.210 -2.754 0.1 0.3 -0.2
C 6.814 0.148 -3.656 0.0 0.0 0.0
C 5.695 -1.711 -2.395 0.0 0.0 0.0
C 5.715 0.588 -1.450 0.0 0.0 0.0
H 4.280 -2.336 -6.651 0.0 0.0 0.0
H 5.446 -2.092 -5.360 0.0 0.0 0.0
H 4.999 -0.753 -6.419 0.0 0.0 0.0
H 2.793 -3.341 -5.023 0.0 0.0 0.0
H 2.035 -2.431 -3.714 0.0 0.0 0.0
H 3.711 -2.995 -3.563 0.0 0.0 0.0
H 1.954 -1.695 -6.482 0.0 0.0 0.0
H 2.475 -0.025 -6.503 0.0 0.0 0.0
H 1.362 -0.595 -5.242 0.0 0.0 0.0
H 3.983 2.835 -2.463 0.0 0.0 0.0
H 4.229 3.946 -3.804 0.0 0.0 0.0
H 5.511 2.816 -3.383 0.0 0.0 0.0
H 1.820 2.447 -3.684 0.0 0.0 0.0
H 1.785 1.555 -5.220 0.0 0.0 0.0
H 2.280 3.239 -5.202 -0.1 0.0 0.0
H 5.590 1.574 -5.648 0.0 0.0 0.0
H 4.630 2.956 -6.141 0.0 0.0 0.0
H 4.062 1.332 -6.526 0.0 0.0 0.0
H 6.815 -0.393 -4.602 0.0 0.0 0.0
H 7.733 -0.120 -3.131 0.0 0.0 0.0
H 6.871 1.215 -3.866 0.0 0.0 0.0
H 5.755 -2.361 -3.265 0.0 0.0 0.0
H 4.860 -2.029 -1.766 0.0 0.0 0.0
H 6.614 -1.850 -1.821 0.0 0.0 0.0
H 5.758 1.662 -1.603 0.0 0.0 0.0
H 6.644 0.300 -0.953 0.0 0.0 0.0
H 4.894 0.365 -0.768 0.0 0.0 0.0
```
Forces are in eV/Å.

E_tot	-5282.359094	Ha
spin multiplicity	2
⟨S²⟩	0.753
net charge	+3
HOMO (spin up / spin down)	-15.795 / -15.795	eV
orbital gap (spin up / spin down)	0.239 / 0.181	hartree

=====

C32H43CeN3O | ωB97M-V with the def2-TZVPD basis set

XYZ file:
```
80
Properties=species:S:1:pos:R:3:forces:R:3
Ce 0.272 -0.318 0.718 -1.9 -1.7 1.8
N 1.266 -3.165 3.269 -1.1 -1.7 2.0
N 0.313 -2.193 -1.054 1.7 1.0 3.3
C 1.412 2.036 0.253 0.5 -0.1 1.1
C 2.429 1.056 0.562 -0.5 1.1 1.0
C 2.303 0.720 1.956 0.2 0.8 -0.1
C 3.110 -0.268 2.729 1.1 0.8 1.2
H 4.016 -0.544 2.183 0.0 0.0 0.1
H 2.572 -1.223 2.946 0.3 0.7 -0.4
H 3.378 0.160 3.696 0.5 0.5 0.2
C 1.211 1.473 2.503 0.7 0.3 -1.3
C 0.756 1.433 3.924 -0.1 -0.1 0.3
H 1.250 2.213 4.526 -0.1 -0.1 -0.1
H 0.998 0.469 4.395 0.0 0.2 -0.1
H -0.329 1.580 4.017 0.2 0.1 0.0
C 0.675 2.300 1.460 1.0 -0.6 -0.2
C -0.437 3.282 1.634 -0.4 0.1 0.0
H -1.313 2.802 2.097 0.1 0.1 0.0
H -0.766 3.700 0.674 0.1 0.0 0.1
H -0.161 4.130 2.283 0.0 -0.2 -0.2
C 3.458 0.524 -0.381 0.4 -0.1 -0.1
H 4.390 1.108 -0.304 -0.1 -0.1 -0.1
H 3.127 0.585 -1.425 0.0 0.0 0.2
H 3.707 -0.522 -0.159 -0.1 0.2 -0.1
C 1.188 2.693 -1.073 0.0 0.1 -0.3
H 0.120 2.879 -1.254 0.2 0.0 0.0
H 1.540 2.063 -1.899 -0.1 0.1 0.1
H 1.707 3.662 -1.166 -0.1 -0.2 0.1
C 0.501 -3.776 4.189 0.5 0.2 -2.1
H 0.932 -3.648 5.209 -0.9 -0.6 -0.5
C -0.648 -4.495 3.775 0.0 -0.2 2.6
H -1.117 -5.003 4.638 -0.4 0.0 -0.8
C -1.086 -4.567 2.457 1.6 0.8 0.0
H -1.957 -5.178 2.213 0.2 0.3 -0.1
C -0.324 -3.849 1.497 1.0 1.0 0.6
H -0.669 -3.811 0.457 0.4 0.0 0.5
C 0.869 -3.025 1.948 -2.2 -1.8 1.9
C 1.620 -1.894 1.618 1.1 -1.0 -5.5
H 2.456 -2.266 0.817 -1.4 1.3 1.5
C 0.181 -0.932 -1.495 -1.1 -3.4 -3.5
C 0.971 -2.989 -1.970 -0.7 -2.4 4.7
H 1.495 -3.884 -1.618 -0.7 0.1 -0.5
C 0.888 -2.393 -3.094 -0.1 1.1 -6.6
H 1.005 -2.791 -4.149 0.2 0.8 1.6
N 0.368 -1.148 -2.842 -0.4 3.2 -1.2
C 0.158 -0.009 -3.671 -0.3 -0.3 -0.2
C 1.171 0.355 -4.536 0.2 1.1 -0.9
C 1.031 1.522 -5.325 -1.5 -0.7 1.3
H 1.855 1.797 -5.952 0.2 0.3 -0.4
C -0.143 2.314 -5.222 1.2 -0.9 0.2
C -0.291 3.513 -6.077 -0.4 1.2 -0.7
H -0.816 4.329 -5.539 0.3 -0.4 -0.3
H -0.891 3.310 -6.988 0.3 0.0 0.4
H 0.677 3.913 -6.421 -0.3 -0.2 0.2
C -1.123 1.954 -4.302 0.3 -0.7 0.3
H -2.002 2.584 -4.144 0.2 -0.1 -0.2
C -1.004 0.786 -3.528 0.4 -0.2 -0.3
C -2.115 0.443 -2.568 0.0 -0.1 0.1
H -2.184 -0.630 -2.330 0.2 0.5 -0.1
H -3.055 0.754 -3.002 -0.4 0.1 -0.2
H -1.991 1.004 -1.635 0.1 -0.2 -0.1
C 2.464 -0.412 -4.572 0.0 -0.2 0.2
H 2.342 -1.458 -4.891 0.1 0.5 0.1
H 2.970 -0.398 -3.587 -0.3 -0.1 -0.4
H 3.095 0.087 -5.278 0.6 0.2 -0.4
C -2.777 -0.337 4.329 -0.1 0.1 0.1
C -2.248 -1.011 3.084 0.4 0.1 -0.7
O -1.996 -0.077 1.978 -1.0 0.0 0.5
C -3.103 0.215 1.081 0.6 -0.3 0.3
C -4.451 0.395 1.752 -0.1 0.1 -0.1
H -2.868 -1.086 5.126 0.1 0.1 -0.1
H -2.086 0.441 4.671 -0.2 -0.1 -0.1
H -3.767 0.094 4.156 0.2 0.0 0.2
H -1.263 -1.452 3.287 -0.2 -0.1 -0.1
H -2.916 -1.815 2.740 0.2 0.1 0.0
H -2.809 1.137 0.559 0.0 -0.2 0.2
H -3.135 -0.595 0.338 -0.2 0.1 0.1
H -4.428 1.220 2.471 0.0 -0.1 -0.1
H -5.192 0.647 0.986 0.1 -0.1 0.0
H -4.787 -0.521 2.248 0.1 0.2 0.0
```
Forces are in eV/Å.

E_tot	-1959.560585	Ha
spin multiplicity	2
⟨S²⟩	0.752
net charge	-1
HOMO (spin up / spin down)	-0.895 / -0.911	eV
orbital gap (spin up / spin down)	0.119 / 0.120	hartree